Record 1
Entry from OMol25: a 3-piece molecular cluster, C35H53F6N3O6P overall in a non-equilibrium geometry (wB97M-V/def2-TZVPD).

Results
**HOMO-LUMO gap**: 9.337 eV
**2S+1**: 1
**Energy above the lowest of the compared OMol25 structures with the same formula, charge and spin**: 162.2 kJ/mol
**LUMO**: -2.7 eV
**E_HOMO**: -12.06 eV
**Charge**: +1

Cartesian coordinates (Å):
C (-1.57456, -1.94736, 3.91610)
C (-0.90556, -1.89536, 2.51021)
N (0.00273, -0.72871, 2.39821)
N (-0.69573, 0.46668, 2.00248)
C (-0.22721, 1.57349, 2.93687)
P (1.25860, 1.25032, 4.00054)
N (2.46739, 0.89467, 3.12624)
O (0.94900, 0.10108, 5.11504)
O (1.49403, 2.61265, 4.83674)
C (-0.14026, 2.91141, 2.12431)
C (-0.69870, 4.05008, 3.05329)
C (0.39737, 5.08150, 3.34475)
O (0.69679, 5.41595, 4.46344)
O (1.01348, 5.67342, 2.26010)
C (-1.11304, 2.51750, 0.90758)
O (-2.34536, 2.53392, 1.61372)
C (-3.46315, 2.23357, 0.84439)
O (-3.52222, 2.27840, -0.35459)
C (-4.69181, 1.87703, 1.65754)
C (-5.43918, 2.94730, 2.09794)
C (-6.60269, 2.77334, 2.80995)
C (-6.99271, 1.46492, 3.06771)
C (-6.24072, 0.40595, 2.63826)
C (-5.07443, 0.58136, 1.91954)
C (-0.82615, 3.63840, -0.08398)
C (-1.73974, 4.67725, -0.19039)
C (-1.54793, 5.75274, -1.01859)
C (-0.40918, 5.82452, -1.80516)
C (0.50744, 4.80543, -1.70589)
C (0.30999, 3.73358, -0.86716)
C (-0.47607, 1.08260, 0.65822)
F (0.85547, 1.21070, 0.56181)
C (-0.98851, 0.20296, -0.50163)
F (-0.26084, -0.95175, -0.42967)
F (-2.26255, -0.18305, -0.32577)
C (-0.75397, 0.71693, -1.95668)
F (-1.07319, -0.33145, -2.74536)
F (0.52873, 0.96172, -2.19230)
F (-1.54209, 1.71147, -2.31154)
H (-1.38687, -1.00587, 4.44219)
H (-1.07902, -2.72617, 4.50057)
H (-2.63884, -2.15901, 3.78990)
H (-0.25613, -2.77168, 2.42680)
H (-1.61510, -1.94458, 1.66968)
H (0.75632, -0.99006, 1.76383)
H (-1.67788, 0.18672, 2.11019)
H (-1.05260, 1.65534, 3.65950)
H (2.85825, -0.00475, 3.38833)
H (0.61652, 0.48399, 5.93962)
H (0.83555, 2.67259, 5.54866)
H (0.83996, 3.29667, 1.84962)
H (-1.00870, 3.68618, 4.03169)
H (-1.48175, 4.62364, 2.54082)
H (1.95757, 5.46507, 2.27725)
H (-5.14660, 3.97178, 1.86568)
H (-7.20003, 3.62174, 3.12552)
H (-7.92722, 1.33929, 3.60839)
H (-6.61375, -0.59250, 2.85144)
H (-4.50139, -0.26777, 1.55528)
H (-2.63190, 4.65688, 0.43251)
H (-2.30825, 6.52898, -1.03525)
H (-0.28736, 6.69360, -2.44363)
H (1.40861, 4.89114, -2.30844)
H (1.09183, 2.98225, -0.81657)
C (1.43785, -2.09048, -4.62394)
C (0.69733, -1.51021, -5.82445)
C (-0.68538, -2.12443, -6.03738)
C (-0.69072, -3.62473, -6.33605)
C (0.12731, -4.04598, -7.55589)
C (-0.38064, -3.44511, -8.86300)
H (1.63495, -3.15652, -4.74662)
H (2.40011, -1.59126, -4.49387)
H (0.86000, -1.95112, -3.70682)
H (1.30897, -1.62416, -6.72305)
H (0.57640, -0.43343, -5.67216)
H (-1.18568, -1.59050, -6.85034)
H (-1.29501, -1.94662, -5.14476)
H (-1.72800, -3.94490, -6.47691)
H (-0.32554, -4.17143, -5.46121)
H (0.08748, -5.13549, -7.63633)
H (1.18085, -3.78737, -7.41755)
H (-1.42095, -3.72448, -9.04153)
H (0.21348, -3.80708, -9.70320)
H (-0.31354, -2.35581, -8.85960)
C (5.56105, -5.41487, 1.57485)
C (5.65306, -4.09132, 0.82166)
C (5.37372, -2.87296, 1.70064)
C (3.96977, -2.81714, 2.30299)
C (2.82946, -2.85212, 1.28679)
C (2.83185, -1.66022, 0.33065)
H (4.55614, -5.59129, 1.96330)
H (5.80693, -6.24625, 0.91319)
H (6.26081, -5.43533, 2.41264)
H (4.97377, -4.10852, -0.03574)
H (6.66050, -3.99410, 0.41016)
H (5.55420, -1.96689, 1.11474)
H (6.10109, -2.84850, 2.51729)
H (3.88674, -1.90247, 2.90098)
H (3.84102, -3.64537, 3.00546)
H (1.88017, -2.85873, 1.83718)
H (2.85581, -3.78176, 0.71391)
H (2.76677, -0.71578, 0.88180)
H (1.97919, -1.71687, -0.34742)
H (3.73392, -1.63711, -0.28023)

Cartesian forces (eV/Å) of the 3 atoms listed first:
C 0.3 0.0 -0.9
C 0.1 0.0 0.6
N 0.0 -1.7 -0.3

=====

Record 2
Entry from OMol25: a 4-piece molecular cluster, C14H40BrN3O3 overall in a non-equilibrium geometry (wB97M-V/def2-TZVPD).

Results
**HOMO-LUMO gap**: 9.523 eV
**2S+1**: 1
**Energy above the lowest of the compared OMol25 structures with the same formula, charge and spin**: 0.0 kJ/mol
**LUMO**: -4.2 eV
**E_HOMO**: -13.74 eV
**Charge**: +2

Cartesian coordinates (Å):
Br (-0.29981, 0.67624, -0.59408)
C (-2.78701, 2.18828, 3.18480)
C (-3.81360, 1.74534, 2.16875)
C (-5.18472, 2.38045, 2.28365)
O (-5.89862, 1.87289, 1.16645)
C (-7.22469, 2.36461, 1.08529)
N (-3.30966, 2.01497, 0.78497)
H (-3.95656, 1.66456, 0.07280)
H (-3.18215, 3.01394, 0.61008)
H (-2.40287, 1.55589, 0.61623)
H (-2.66888, 3.27291, 3.22663)
H (-1.82144, 1.71668, 3.00336)
H (-3.12702, 1.90524, 4.18182)
H (-3.97002, 0.66718, 2.21469)
H (-5.12479, 3.47454, 2.22792)
H (-5.68856, 2.04075, 3.19086)
H (-7.78860, 2.26224, 2.01942)
H (-7.75205, 1.81127, 0.31537)
H (-7.23130, 3.43752, 0.86174)
C (3.18196, 2.18139, -2.19626)
N (3.99064, 1.26944, -3.04014)
C (5.04034, 2.06051, -3.75225)
C (4.67829, 0.26705, -2.15946)
C (3.17402, 0.56526, -4.10376)
C (1.78725, 0.13758, -3.68935)
O (1.85976, -0.78159, -2.59301)
H (2.79065, 3.00022, -2.79814)
H (3.86585, 2.62852, -1.47756)
H (2.37037, 1.63311, -1.72999)
H (5.71812, 2.49199, -3.01924)
H (4.55394, 2.85116, -4.31623)
H (5.60152, 1.40293, -4.41124)
H (5.16540, -0.45849, -2.80412)
H (3.91664, -0.18989, -1.53978)
H (5.42531, 0.77487, -1.55456)
H (3.77195, -0.25660, -4.48784)
H (3.03349, 1.29216, -4.90740)
H (1.33310, -0.35880, -4.55110)
H (1.13264, 0.95312, -3.37858)
H (1.14410, -0.53001, -1.98397)
C (0.06143, -4.17936, 2.35868)
N (0.57135, -2.79255, 2.06911)
C (-0.51067, -1.80186, 2.28487)
C (1.66336, -2.49743, 3.03548)
C (1.17973, -2.68587, 0.67622)
C (0.24866, -2.93281, -0.46288)
O (-0.13625, -4.31921, -0.45433)
H (-0.83168, -4.34423, 1.76920)
H (-0.14059, -4.23389, 3.42490)
H (0.82832, -4.88644, 2.05838)
H (-0.92442, -1.98717, 3.27468)
H (-1.25123, -1.85268, 1.49653)
H (-0.06538, -0.80841, 2.30622)
H (2.07337, -1.51521, 2.80787)
H (2.41985, -3.27467, 2.97221)
H (1.28456, -2.44984, 4.05479)
H (2.12052, -3.22931, 0.72643)
H (1.47953, -1.63161, 0.64429)
H (0.79136, -2.79738, -1.40242)
H (-0.60157, -2.25113, -0.47627)
H (-0.56326, -4.52837, -1.29075)

Cartesian forces (eV/Å) of the 3 atoms listed first:
Br -0.2 0.1 0.3
C -0.2 0.1 0.4
C -0.2 -0.1 0.2

=====

Record 3
Entry from OMol25: C4H8GdO3 as an isolated structure in a non-equilibrium geometry (wB97M-V/def2-TZVPD).

Results
**HOMO-LUMO gap (spin up / spin down)**: 9.257 / 3.472 eV
**2S+1**: 8
**Expectation value of S²**: 16.5304
**LUMO (spin up / spin down)**: -14.4 / -18.3 eV
**E_HOMO (spin up / spin down)**: -23.63 / -21.75 eV
**Charge**: +3

Cartesian coordinates (Å):
H (-0.75409, -1.93352, 1.09622)
C (0.66059, -1.43806, -0.46645)
H (-0.06062, -1.28032, -1.27501)
H (1.60650, -1.79296, -0.88497)
C (0.13703, -2.35349, 0.61336)
H (0.90519, -2.53368, 1.37602)
H (-0.13241, -3.31043, 0.14719)
O (1.01580, -0.13388, 0.08792)
C (0.40175, 0.95357, -0.26961)
O (1.07817, 1.98436, -0.42284)
Gd (3.39448, 2.32866, -0.03498)
O (-0.86869, 0.88980, -0.43900)
C (-1.69359, 1.97200, 0.03503)
H (-1.39483, 2.22883, 1.05629)
H (-1.58170, 2.83537, -0.62864)
H (-2.71356, 1.58376, 0.00948)

Cartesian forces (eV/Å) of the 3 atoms listed first:
H 0.1 0.5 0.0
C -2.0 0.6 0.1
H 0.3 0.1 -0.2

=====

Record 4
Entry from OMol25: C36H26F13N2O7Pd as an isolated structure in a non-equilibrium geometry (wB97M-V/def2-TZVPD).

Results
**HOMO-LUMO gap (spin up / spin down)**: 6.575 / 6.320 eV
**2S+1**: 5
**Expectation value of S²**: 6.1052
**LUMO (spin up / spin down)**: 2.2 / 0.7 eV
**E_HOMO (spin up / spin down)**: -4.41 / -5.66 eV
**Charge**: -1

Cartesian coordinates (Å):
Pd (0.26234, 0.21871, 0.56169)
C (4.55142, 4.92401, -1.72887)
C (3.61232, 4.04768, -0.93758)
C (4.04014, 3.49854, 0.29468)
C (3.14774, 2.79651, 1.10684)
C (1.86659, 2.51396, 0.70590)
N (0.93590, 1.91774, 1.54985)
C (0.44391, 2.51773, 2.66231)
C (0.95816, 3.78492, 3.05197)
C (0.59150, 4.40126, 4.21932)
C (-0.33315, 3.79814, 5.06715)
C (-0.72939, 4.41244, 6.37957)
C (-0.91592, 2.60500, 4.65124)
C (-0.58530, 1.95385, 3.47332)
C (-1.33297, 0.62631, 3.17014)
O (-1.36467, 0.14398, 1.92261)
C (-0.65307, -0.43639, 4.11648)
F (0.61850, -0.59466, 3.72151)
F (-0.59369, -0.10413, 5.43493)
F (-1.26192, -1.62623, 4.05752)
C (-2.84888, 0.77316, 3.59337)
F (-3.08252, 0.51207, 4.91499)
F (-3.62656, -0.06942, 2.91438)
F (-3.32323, 2.01697, 3.36451)
C (1.49223, 2.73888, -0.75736)
C (2.37121, 3.76471, -1.40443)
C (-0.08285, 2.98072, -0.89336)
O (-0.79526, 2.18369, -0.09540)
C (-0.56003, 2.72568, -2.37634)
F (-1.77519, 3.28522, -2.56585)
F (-0.70177, 1.42092, -2.61993)
F (0.24104, 3.22547, -3.35328)
C (-0.38081, 4.48146, -0.56812)
F (-0.19303, 5.30917, -1.63146)
F (0.42732, 4.94733, 0.41636)
F (-1.63429, 4.65636, -0.14951)
H (5.32566, 5.34795, -1.08978)
H (5.03395, 4.33065, -2.50849)
H (4.00983, 5.73744, -2.21122)
H (5.04438, 3.69321, 0.64952)
H (3.43824, 2.48637, 2.10377)
H (1.66945, 4.26465, 2.39914)
H (1.02138, 5.36449, 4.47065)
H (0.07444, 5.02499, 6.78763)
H (-1.60981, 5.04821, 6.25327)
H (-0.98363, 3.63499, 7.09959)
H (-1.66371, 2.17451, 5.30142)
H (2.03517, 4.17666, -2.34472)
C (0.93620, -6.33519, -2.77070)
C (-0.57057, -6.14804, -2.58399)
C (-1.26813, -6.25765, -3.93439)
C (-2.74550, -5.91088, -3.81371)
C (-2.86856, -4.50394, -3.30017)
C (-3.89272, -3.67148, -3.69777)
C (-3.96405, -2.37559, -3.20224)
F (-4.98846, -1.59690, -3.60959)
C (-3.03525, -1.88435, -2.32751)
C (-1.99303, -2.71937, -1.91041)
C (-1.01911, -2.19371, -0.93857)
O (-1.04249, -0.98734, -0.68703)
C (-0.15169, -3.18583, -0.36513)
C (-0.11761, -4.42679, -0.91076)
N (-0.86657, -4.84527, -1.96204)
C (-1.89928, -4.02865, -2.40183)
C (0.82877, -2.95217, 0.79361)
O (1.35198, -3.96551, 1.26876)
O (1.06901, -1.75804, 1.13036)
H (1.11508, -7.19011, -3.42387)
H (1.45376, -6.51708, -1.83108)
H (1.36707, -5.44696, -3.23558)
H (-0.94925, -6.93862, -1.92555)
H (-1.13547, -7.27227, -4.31156)
H (-0.78997, -5.56899, -4.63697)
H (-3.22682, -6.60870, -3.12026)
H (-3.25014, -6.00554, -4.77579)
H (-4.64442, -4.02040, -4.39476)
H (-3.07796, -0.87466, -1.94001)
H (0.56868, -5.13913, -0.47370)
C (2.66412, -1.69454, -1.46742)
O (1.87008, -0.56177, -1.82614)
C (1.76221, 0.36937, -0.88433)
O (1.73010, 1.52398, -1.53415)
H (3.66444, -1.55584, -1.88312)
H (2.20697, -2.57852, -1.90605)
H (2.72741, -1.80943, -0.38650)

Cartesian forces (eV/Å) of the 3 atoms listed first:
Pd -0.7 -0.5 0.0
C -0.1 -0.1 0.0
C 0.0 0.1 -0.1

=====

no.,E_tot (Ha)
1,-2921.47113
2,-3520.89186
3,-1147.27344
4,-3449.79751